Entry from the Open Molecules 2025 dataset: a molecular structure, C38H34Br2FeGeN3O8Si (the ωB97M-V functional and the def2-TZVPD basis).

Geometry as ORCA input:
```
! wB97M-V def2-TZVPD RIJCOSX def2/J DEFGRID3
* xyz -2 6
C -3.03906 -2.74880 3.69599
C -0.50097 1.96863 -5.09247
C 2.66852 -0.69320 0.65638
C 3.34697 2.66496 0.76335
H 4.84847 -3.74716 -0.41506
H 2.42463 -3.52971 -1.10380
O -0.59546 -3.43913 1.38502
H -1.53943 4.50117 -4.87150
C -1.65028 3.76937 -1.48904
C 1.89561 2.99117 2.72218
H -3.32204 -3.78044 3.83762
C -3.07693 -0.30273 4.23577
C 2.26728 2.27428 1.62596
O -1.31814 -0.92739 1.00775
C 4.18426 -2.99408 -0.02925
H 4.78944 2.14660 -2.23386
Br -0.92110 2.52035 -6.80006
C -0.96840 -4.24466 -1.94843
H 0.69172 0.54622 -5.94442
C 1.38619 -0.18004 3.42782
C -0.79884 2.68834 -3.87344
C -1.38776 3.96143 -3.91639
C -2.23244 -2.42564 2.60119
H 2.42152 -0.45114 3.57735
C 4.73182 -1.93020 0.73086
N -4.05690 -1.88508 5.77138
H -2.87109 -2.63099 -4.37478
C 2.87122 -2.89164 -0.40026
C -3.06791 -3.66874 -4.19215
C 5.37502 3.75577 -0.80490
O -2.56591 -4.48407 1.65257
H 5.96665 4.33427 -1.49901
C -3.68512 -5.71397 -1.93786
H -3.53115 -5.78365 -0.80658
H 0.78981 -1.06496 3.59930
Br 1.91976 -0.94589 -3.70596
C -1.96799 -1.08114 2.13720
H -4.18834 -3.84956 -4.37354
Fe -0.93955 0.92671 0.05183
C 2.73003 4.03124 3.21961
H 0.97359 2.80586 3.30024
H -2.42620 -4.20150 -4.92806
C -1.86006 4.49563 -2.69513
H -3.27533 0.57395 4.88568
N -1.82824 -3.48375 1.74408
O -4.13342 -2.98628 6.31258
H -3.09981 4.33417 -0.09855
H -1.61029 3.90941 0.65003
C 4.11099 3.76144 1.21249
H 2.94195 1.28412 -0.96937
C 5.14312 4.30719 0.41326
C -1.94010 1.45400 2.80159
N -1.29579 2.49292 -1.48720
H -0.77079 -3.53653 -1.07690
H -0.32106 -3.95448 -2.80294
H -3.30421 -6.67699 -2.29135
O -1.78868 2.04903 3.82663
C 0.29133 0.90553 -5.01200
C -3.58035 -2.67730 -1.49892
C 3.79789 4.34669 2.50931
C -2.02776 4.44387 -0.20854
H -2.12974 5.52329 -2.58682
H -4.55344 -2.37379 -1.95296
H 5.67392 5.10694 0.84127
H 4.46859 5.21075 2.77487
H 5.81596 -1.96403 0.91557
H -3.22744 -2.21413 -0.55271
Si -2.73383 -4.11754 -2.44211
H 4.40819 0.06452 1.59343
C 3.94725 -0.79036 1.11003
H 1.04629 -1.78410 -0.22277
O -1.60305 1.94169 1.58787
H -1.69056 5.53307 -0.19846
C 4.61453 2.65589 -1.28273
C -0.68207 1.99219 -2.65477
O -4.48081 -0.83473 6.33255
C 0.10416 0.82191 -2.59835
H 1.10774 0.65633 4.10554
Ge 1.29451 0.50529 1.61347
C 0.64321 0.33432 -3.78424
H -0.73834 -5.29262 -1.63558
C -2.38534 -0.02191 3.03198
C 2.10369 -1.80070 -0.02897
C 3.57180 2.13168 -0.51678
H -4.77406 -5.72476 -2.09292
C -3.45406 -1.63771 4.50266
O 0.11671 0.16093 -1.44948
H 2.45535 4.58414 4.11716
*
```

Results
HOMO (alpha / beta) = -0.44 / -1.05 eV
LUMO energy (alpha / beta) = 0.127 / 0.127 Eh


Entry from the Open Molecules 2025 dataset: a molecular structure, C2H6N2 (the ωB97M-V functional and the def2-TZVPD basis).

Geometry as ORCA input:
```
! wB97M-V def2-TZVPD RIJCOSX def2/J DEFGRID3
* xyz 0 1
H 2.04057 1.15338 0.19683
N 0.79676 -0.59123 0.03172
H 2.85272 -0.74770 -0.09070
H -2.27232 0.30164 -1.04163
N -0.21620 0.27419 0.02498
C -1.58523 -0.19040 0.04298
H -1.41915 -1.53613 -0.13735
H 0.09392 1.23733 -0.20071
C 1.94847 -0.01382 0.02325
H -2.23955 0.11275 1.15063
*
```

Results
HOMO = -8.25 eV
LUMO energy = 0.040 Eh


Copy entry 2 word for word.
Entry from the Open Molecules 2025 dataset: a molecular structure, C2H6N2 (the ωB97M-V functional and the def2-TZVPD basis).

Geometry as ORCA input:
```
! wB97M-V def2-TZVPD RIJCOSX def2/J DEFGRID3
* xyz 0 1
H 2.04057 1.15338 0.19683
N 0.79676 -0.59123 0.03172
H 2.85272 -0.74770 -0.09070
H -2.27232 0.30164 -1.04163
N -0.21620 0.27419 0.02498
C -1.58523 -0.19040 0.04298
H -1.41915 -1.53613 -0.13735
H 0.09392 1.23733 -0.20071
C 1.94847 -0.01382 0.02325
H -2.23955 0.11275 1.15063
*
```

Results
HOMO = -8.25 eV
LUMO energy = 0.040 Eh